(1)
Below is C13H32ClFIN2O6P as an isolated structure at a distorted geometry, with properties calculated with wB97M-V/def2-TZVPD.

XYZ file:
```
57
Properties=species:S:1:pos:R:3:forces:R:3
C 5.31518 1.00137 1.32888 -0.9 1.1 -0.2
C 4.23525 2.10952 1.64223 2.0 -1.9 0.2
F 3.16008 1.43495 2.23436 0.2 0.8 -0.6
O 3.87994 2.66399 0.38043 -1.5 2.0 0.7
P 2.97707 4.06012 0.54630 -1.4 1.4 1.1
O 2.81901 4.54753 1.96069 0.4 -1.5 -2.4
O 3.71113 5.30470 -0.38299 -0.9 -2.0 1.1
Cl 4.14860 6.57709 0.66100 0.1 0.0 -0.6
O 1.50961 3.75151 -0.20947 2.9 0.3 1.1
C 0.58908 3.32490 0.82674 -1.7 -1.0 0.9
C -0.59376 2.46047 0.23912 0.7 0.1 0.4
C -1.50814 1.93200 1.40545 0.8 -0.5 -0.6
I -2.37559 3.50030 2.63808 0.1 -0.5 -0.4
H 4.91643 0.45822 0.43380 0.7 0.3 1.0
H 6.28006 1.50878 1.07650 -0.8 -0.6 0.3
H 5.39453 0.33940 2.21591 0.1 0.4 -0.7
H 4.61458 2.85955 2.36509 -0.6 -0.3 -0.5
H 1.08192 2.65757 1.58650 -0.2 0.7 -0.7
H 0.20337 4.21635 1.37554 0.4 -0.6 -0.6
H -0.10650 1.55126 -0.20890 -0.6 0.7 0.2
H -1.15429 3.00460 -0.55322 0.3 -0.3 0.6
H -2.34121 1.29681 1.01650 0.7 0.7 0.4
H -0.86869 1.31114 2.08166 -0.7 0.6 -0.4
C 0.67575 -1.84627 -1.24333 -0.2 0.1 -0.1
C 1.76206 -1.05812 -0.51529 0.0 -0.4 0.0
C 3.17961 -1.30248 -1.06520 0.0 0.2 0.1
O 3.75432 -2.54448 -0.68689 -0.1 0.2 -0.2
C 3.31748 -3.65610 -1.44927 0.1 -0.1 0.3
N 1.68052 -1.34920 0.92019 0.3 0.2 0.0
H 0.64242 -2.89410 -0.94273 0.1 0.0 0.0
H -0.30736 -1.42390 -1.01865 0.1 0.0 0.0
H 0.81650 -1.80469 -2.32613 0.0 0.0 0.0
H 1.54005 0.00451 -0.65927 0.2 0.0 0.0
H 3.83888 -0.53739 -0.64573 -0.1 -0.2 -0.1
H 3.21408 -1.18018 -2.15523 -0.1 -0.1 0.0
H 3.13418 -3.39022 -2.49414 -0.1 0.0 0.0
H 2.41995 -4.09238 -1.00612 -0.1 0.0 -0.2
H 4.10094 -4.41451 -1.41654 0.0 0.1 0.0
H 2.32855 -0.74100 1.41690 -0.2 0.1 0.0
H 2.06492 -2.28089 1.06425 -0.1 0.0 0.0
C -6.30153 -2.42543 -1.00768 -0.2 -0.1 -0.1
C -5.77717 -0.99419 -1.07464 0.2 -0.2 0.3
C -4.25760 -0.90129 -1.30888 -0.1 0.2 0.0
O -3.46481 -1.19515 -0.16733 0.0 0.0 -0.3
C -3.29045 -2.57436 0.10006 0.1 0.1 0.3
N -6.18252 -0.28222 0.14227 0.2 0.2 -0.1
H -6.09472 -2.90271 -0.04940 0.1 0.1 0.0
H -7.38620 -2.43409 -1.13509 0.1 0.1 0.0
H -5.86844 -3.04200 -1.79893 0.0 0.0 0.0
H -6.26418 -0.51225 -1.92839 0.1 0.1 0.0
H -4.02024 0.13443 -1.56899 0.0 0.0 0.1
H -3.94410 -1.51653 -2.16188 0.0 -0.1 0.0
H -3.22963 -3.16634 -0.81757 -0.1 0.0 0.0
H -4.09391 -2.94686 0.73851 0.0 -0.2 -0.1
H -2.35529 -2.68793 0.65076 0.0 0.1 -0.1
H -5.93053 0.69895 0.04932 -0.2 0.0 0.0
H -5.58922 -0.61272 0.90083 -0.1 -0.1 0.0
```
Forces are in eV/Å.

## Properties
HOMO energy: -0.3436 hartree



(2)
Below is C13H32F3GaNO8P2 as an isolated structure at a distorted geometry, with properties calculated with wB97M-V/def2-TZVPD.

XYZ file:
```
60
Properties=species:S:1:pos:R:3:forces:R:3
C 8.57444 -0.90587 -0.19460 0.0 0.3 -0.2
C 7.30111 -0.66520 0.14273 -0.1 -0.1 0.2
C 6.79955 0.56041 0.83734 -0.1 0.6 -1.0
Ga 4.96070 1.18950 0.27618 -0.3 0.0 -0.2
C 3.47271 -0.17020 0.53898 0.5 -0.1 0.2
C 3.86397 -1.45326 1.29857 -0.6 0.0 0.1
C 4.96933 1.84765 -1.65184 0.2 -0.2 0.0
N 6.33386 1.79584 -2.24359 -0.1 0.2 -0.1
C 4.47567 2.83541 1.46835 0.3 -0.1 0.2
F 4.49715 2.55788 2.82886 -0.1 0.1 -0.1
F 5.35039 3.89700 1.35022 -0.2 0.0 0.0
F 3.23172 3.39984 1.27077 0.1 0.0 0.0
H 9.22546 -0.07406 -0.45054 0.3 0.0 0.9
H 9.00930 -1.89913 -0.18961 -0.3 -0.2 -1.0
H 6.55636 -1.42400 -0.10573 0.1 -0.5 0.9
H 7.49552 1.38014 0.62296 0.1 0.0 0.2
H 6.85726 0.38476 1.91436 -0.1 -0.1 0.0
H 2.67050 0.33377 1.08076 -0.1 0.0 -0.1
H 3.08874 -0.44659 -0.44545 -0.2 0.1 0.0
H 4.10480 -2.26872 0.61435 0.3 0.0 0.0
H 3.02077 -1.83025 1.89103 0.0 0.0 0.0
H 4.68512 -1.30851 2.00361 0.1 0.0 -0.1
H 4.61275 2.87931 -1.70239 0.0 0.0 0.0
H 4.26168 1.23811 -2.23425 -0.1 0.1 0.0
H 6.64332 0.83319 -2.30485 0.1 0.0 0.1
H 6.31839 2.14575 -3.19689 0.0 -0.1 0.0
C -1.03121 -0.30876 4.60772 0.1 0.0 0.0
O -1.96166 -0.45693 3.53080 -0.1 0.0 0.0
P -1.75016 0.45327 2.25171 0.1 0.1 0.0
O -0.51061 0.24058 1.50972 0.0 -0.1 -0.1
O -1.92575 1.96469 2.72822 0.0 -0.1 0.2
C -0.74946 2.76124 2.96854 0.0 0.1 -0.1
O -3.11829 0.14787 1.52862 -0.1 0.1 0.1
C -3.42201 0.88809 0.34016 0.0 0.0 -0.2
H -0.01838 -0.15068 4.23352 0.0 0.0 0.0
H -1.33214 0.52538 5.24289 0.0 0.0 0.0
H -1.05872 -1.22975 5.18357 0.0 0.0 0.0
H 0.03107 2.52379 2.24810 0.0 0.0 0.0
H -0.38271 2.59120 3.98048 0.0 0.0 0.0
H -1.04645 3.80143 2.86352 0.0 0.0 0.0
H -2.67375 0.69807 -0.42915 0.0 0.0 0.0
H -3.46903 1.95546 0.55623 0.0 0.0 0.0
H -4.39396 0.55331 -0.01224 0.0 -0.1 0.1
C -7.74697 0.11144 -3.90374 0.0 0.0 -0.1
O -6.45289 -0.24673 -3.41861 0.1 0.0 0.1
P -6.15456 -1.76850 -3.10880 0.1 0.0 0.0
O -6.19012 -2.67999 -4.25480 -0.1 0.0 0.0
O -7.16719 -2.18869 -1.94714 -0.1 0.1 0.0
C -8.36603 -2.90176 -2.26584 0.0 -0.1 0.0
O -4.79289 -1.59703 -2.34591 -0.1 0.0 0.1
C -4.23103 -2.76840 -1.72803 0.1 -0.1 0.1
H -8.12859 -0.63828 -4.59915 0.0 0.0 0.0
H -8.43500 0.23245 -3.06598 0.0 0.0 0.0
H -7.64282 1.05961 -4.42368 0.0 0.0 0.0
H -8.18650 -3.61001 -3.07328 0.0 0.0 0.0
H -9.15548 -2.20608 -2.55230 0.0 0.0 0.0
H -8.66817 -3.43429 -1.36733 0.0 0.0 0.0
H -4.01872 -3.52832 -2.47883 0.0 0.0 0.0
H -4.91929 -3.16155 -0.98041 0.0 0.0 0.0
H -3.31109 -2.46485 -1.23790 0.0 0.1 -0.1
```
Forces are in eV/Å.

## Properties
Net charge: -1
HOMO energy: -0.1627 hartree



(3)
Below is C13H32N3O9S2 as an isolated structure, with properties calculated with wB97M-V/def2-TZVPD.

XYZ file:
```
59
Properties=species:S:1:pos:R:3:forces:R:3
C -1.82327 1.91771 2.56980 0.4 -0.2 -0.2
N -2.56227 1.05923 1.61783 -0.8 0.3 0.4
C -3.21369 1.78948 0.54012 0.1 0.1 0.0
C -3.41043 0.15578 2.27243 0.8 -0.1 0.0
O -4.61293 0.25820 2.32226 -0.3 -0.2 -0.4
C -2.69908 -1.02157 2.91393 -0.2 0.1 0.2
S -1.39986 -1.84812 1.96393 0.1 -0.2 0.2
O -1.76019 -1.80684 0.56388 0.0 0.0 0.0
O -1.37613 -3.15121 2.59735 0.0 0.1 -0.1
N -0.05129 -1.09985 2.32868 -0.3 0.4 0.0
S 0.88148 -0.33950 1.29793 0.2 -0.4 -0.1
O 1.94360 0.27680 2.07390 -0.1 0.1 -0.1
O 0.23399 0.51352 0.31684 -0.1 0.1 0.2
C 1.62963 -1.67415 0.32705 0.3 -0.1 -0.2
N 1.99205 -1.27281 -1.01471 0.2 0.0 -0.1
H -0.75719 1.69396 2.57229 0.0 0.0 0.0
H -2.22008 1.83311 3.58651 0.0 -0.1 -0.1
H -1.93656 2.95958 2.26857 0.0 -0.1 0.0
H -2.45002 2.07468 -0.18656 0.0 0.0 0.1
H -3.93625 1.14121 0.04575 0.1 0.0 0.0
H -3.74447 2.68830 0.88453 0.0 -0.1 0.0
H -3.43618 -1.80501 3.09230 0.0 0.1 0.0
H -2.25912 -0.73363 3.87209 0.1 -0.1 -0.1
H 2.51697 -1.97844 0.88486 -0.1 0.0 0.0
H 0.93295 -2.51339 0.30650 -0.1 0.2 0.0
H 1.25125 -0.69182 -1.39420 0.0 0.0 0.0
H 2.83423 -0.70968 -1.00595 -0.1 0.1 0.1
C -0.16217 4.28528 0.33084 0.0 -0.1 0.0
O 0.40629 4.14445 1.61732 0.1 0.2 0.0
C 1.75522 3.69861 1.59125 -0.1 -0.1 0.0
C 2.72389 4.83634 1.81983 0.1 0.0 0.0
O 2.68818 5.81652 0.78698 0.0 -0.1 0.0
C 1.88917 6.93557 1.10033 0.0 0.0 0.0
H -1.10010 4.83117 0.44552 0.0 0.0 0.0
H 0.49603 4.84398 -0.34123 0.0 0.0 0.0
H -0.37061 3.30178 -0.10331 0.0 0.0 0.0
H 1.97072 3.19263 0.64670 0.0 0.0 0.0
H 1.87729 2.95873 2.38274 0.0 -0.1 0.0
H 3.73973 4.43207 1.84876 0.0 0.0 0.0
H 2.51885 5.30758 2.78829 0.0 0.0 0.0
H 2.39211 7.58952 1.82428 0.0 0.0 0.0
H 0.91941 6.63700 1.50608 0.0 0.0 0.0
H 1.73138 7.49327 0.17727 0.0 0.0 0.0
C 2.10834 -3.98361 -3.22512 0.0 0.1 0.1
O 0.96793 -4.13584 -2.40658 0.0 -0.3 0.0
C -0.24218 -3.69972 -2.99203 0.0 0.2 0.1
C -1.06833 -4.85113 -3.52009 0.0 0.0 0.0
O -0.42960 -5.54074 -4.58716 0.0 0.0 0.0
C 0.24429 -6.71199 -4.17649 0.0 0.0 0.0
H 2.91842 -4.52848 -2.74132 0.0 0.0 0.0
H 1.95424 -4.39066 -4.22962 0.0 0.0 0.0
H 2.39283 -2.92891 -3.29310 0.0 0.0 0.0
H -0.04342 -2.98138 -3.79551 0.0 0.0 0.0
H -0.81603 -3.18524 -2.21490 0.0 0.0 0.0
H -2.01536 -4.46123 -3.90411 0.0 0.0 0.0
H -1.29398 -5.54464 -2.70319 0.0 0.0 0.0
H -0.46574 -7.52025 -3.96303 0.0 0.0 0.0
H 0.85639 -6.53441 -3.28927 0.0 0.0 0.0
H 0.88970 -7.02181 -4.99810 0.0 0.0 0.0
```
Forces are in eV/Å.

## Properties
Net charge: -1
HOMO energy: -0.2207 hartree



(4)
Below is a 3-piece molecular cluster, C13H32NO10P2 overall at a distorted geometry, with properties calculated with wB97M-V/def2-TZVPD.

XYZ file:
```
58
Properties=species:S:1:pos:R:3:forces:R:3
O -4.68934 -0.69485 1.95843 3.2 -8.0 -1.7
C -4.32015 -1.93205 1.61158 -1.4 4.8 1.7
O -3.00165 -2.54721 1.83137 -2.3 2.5 0.0
C -2.14366 -1.73154 2.70928 0.3 1.4 2.2
C -0.62804 -2.31352 2.93433 -0.5 -0.1 -0.2
C 0.28120 -2.44238 1.57822 0.3 -3.8 1.3
C -0.27606 -3.25650 0.27074 0.7 2.1 -1.3
C 1.11617 -3.22709 -0.63776 -0.1 0.3 2.3
C 1.44073 -1.60392 -0.43661 0.9 -3.1 -4.0
N 0.93404 -1.22164 0.96966 1.1 0.9 -1.8
H -5.14606 -2.63048 1.10850 2.4 1.1 1.0
H -2.67655 -1.73411 3.77757 1.3 0.1 -2.3
H -2.08227 -0.59088 2.40230 -0.4 -2.4 0.2
H -0.04295 -1.66063 3.74313 -1.5 -1.2 -1.8
H -0.72664 -3.38741 3.42281 0.4 2.1 -1.3
H 1.20028 -3.12674 1.91156 -1.8 1.7 -0.5
H -0.84743 -4.26961 0.39542 1.3 2.2 0.1
H -0.91341 -2.41795 -0.28623 0.6 -2.2 1.1
H 1.08715 -3.65465 -1.72749 -0.1 1.3 2.1
H 1.97148 -3.74938 -0.03179 -1.7 0.5 -1.3
H 0.84716 -1.14216 -1.35566 1.3 -0.2 2.5
H 2.61721 -1.57857 -0.60263 -2.6 0.9 0.8
H 1.82059 -0.90280 1.41979 -1.2 -0.3 0.3
H 0.35267 -0.37971 0.76305 0.1 -0.9 0.9
C 7.42298 0.89907 2.95042 0.0 0.1 0.3
O 7.22577 1.47496 1.66605 -1.6 2.0 -1.4
P 6.21152 0.67657 0.51423 5.9 -8.6 1.2
O 6.33854 -0.66581 1.24696 -1.5 1.4 0.3
O 7.42065 0.72862 -0.61416 -1.8 1.4 0.0
C 8.36833 1.77745 -0.62244 0.9 0.6 -0.1
O 5.19714 -0.12179 -0.63753 -1.0 3.1 0.9
C 4.83579 0.65220 -1.76783 -0.1 -0.1 -0.8
H 7.90168 1.64947 3.58502 -0.2 0.2 -0.3
H 6.47535 0.61413 3.39825 0.1 -0.3 0.1
H 8.10198 0.04020 2.86989 -0.5 0.0 -0.2
H 9.17835 1.53914 0.07483 -0.2 0.2 0.0
H 7.91106 2.73618 -0.35999 0.3 -0.1 0.0
H 8.79729 1.86031 -1.62400 -0.2 -0.2 0.0
H 5.66235 0.66566 -2.48549 -0.1 0.1 0.1
H 4.57787 1.66719 -1.47031 -0.1 0.1 -0.3
H 3.97154 0.18390 -2.24497 0.0 0.1 0.0
C -8.60679 2.22066 -2.75128 -0.3 0.1 -0.1
O -7.52856 2.27476 -1.82682 1.3 1.8 2.0
P -5.92610 2.59382 -2.39525 -1.0 -7.6 -7.2
O -6.29024 2.18085 -3.82768 -0.1 1.7 1.0
O -5.36463 1.23917 -1.62867 0.3 1.9 0.9
C -5.96541 0.77095 -0.43786 -0.3 -0.6 0.6
O -4.32364 2.91302 -2.96371 -1.2 2.1 2.5
C -3.37428 3.22594 -1.95970 0.7 -0.1 0.0
H -9.53916 2.22961 -2.18068 0.2 0.2 0.2
H -8.59347 3.08061 -3.41466 0.0 -0.2 -0.3
H -8.56332 1.27960 -3.31491 0.3 0.4 0.0
H -6.82408 0.13966 -0.68940 0.0 0.2 0.1
H -6.27763 1.59701 0.20811 -0.1 -0.3 0.0
H -5.24304 0.15837 0.10705 -0.1 0.4 -0.3
H -3.03306 2.30573 -1.47473 -0.1 0.1 0.1
H -3.80437 3.90318 -1.22376 0.3 0.1 0.2
H -2.51490 3.70539 -2.43455 -0.1 0.1 0.0
```
Forces are in eV/Å.

## Properties
Net charge: +1
HOMO energy: -0.4060 hartree



Number 1: gap between HOMO and LUMO 8.71 eV, energy -2274.54856 a.u., lowest unoccupied orbital energy -0.6 eV. Number 2: gap between HOMO and LUMO 6.26 eV, energy -4078.47161 a.u., lowest unoccupied orbital energy 1.8 eV. Number 3: gap between HOMO and LUMO 8.79 eV, energy -2152.30188 a.u., lowest unoccupied orbital energy 2.8 eV. Number 4: gap between HOMO and LUMO 6.03 eV, energy -2003.80369 a.u., lowest unoccupied orbital energy -5.0 eV.